Record 1
{
  "formula": "C16H19AsBaF9O10S",
  "method": "ωB97M-V/def2-TZVPD",
  "species": ["Ba", "As", "S", "F", "F", "F", "F", "F", "F", "F", "F", "F", "O", "O", "O", "O", "O", "O", "O", "O", "O", "O", "C", "C", "C", "C", "C", "C", "C", "C", "C", "C", "C", "C", "C", "C", "C", "C", "H", "H", "H", "H", "H", "H", "H", "H", "H", "H", "H", "H", "H", "H", "H", "H", "H", "H", "H"],
  "coordinates": [[0.45287, -0.12940, 1.74503], [-2.31234, 1.32355, 2.64245], [2.06068, 1.74100, 3.43197], [2.30113, -3.37267, 4.03590], [2.92142, -5.13260, 2.94312], [0.91012, -4.37228, 2.73234], [3.80378, -1.43888, 2.94435], [4.48505, -1.79472, 0.93062], [1.80068, -4.82818, 0.24262], [2.87337, -3.21818, -0.70159], [3.94926, -4.71072, 0.42336], [4.91072, -3.23633, 2.48878], [-0.65899, 2.24761, 1.96962], [1.19955, 0.66014, 3.95887], [-0.65235, -1.93483, -0.41900], [2.36805, 1.46257, 2.02535], [-1.77686, 1.37539, 4.33695], [0.26441, 0.52140, -1.27462], [-1.98186, -0.20488, 2.12730], [3.19973, 2.03747, 4.25599], [1.68217, -2.15293, 1.43997], [-2.87094, 1.63942, -0.98821], [2.82725, -3.97165, 0.40747], [3.97346, -2.38379, 2.02454], [1.40344, 4.24226, 4.26931], [-1.29346, -3.15794, -0.12946], [1.00456, 3.18980, 3.45633], [2.61104, -3.06983, 1.67577], [-0.61419, 5.41789, 3.76943], [-0.80916, 1.03628, -2.04707], [-0.21174, 3.24304, 2.76065], [-2.18954, 0.56234, -1.60092], [-0.09576, -1.87260, -1.70654], [2.19073, -4.00163, 2.86000], [0.60552, 5.36160, 4.43321], [-4.13330, 1.23254, -0.51014], [-1.01048, 4.37859, 2.95114], [0.84071, -0.67890, -1.75637], [-2.07768, -0.26082, -0.88863], [-2.77695, 0.20326, -2.46016], [-1.95197, 4.42111, 2.41643], [-0.89579, -1.78957, -2.45960], [-0.90255, 0.98102, 4.49174], [-4.58031, 2.08578, -0.00439], [0.48630, -2.77471, -1.93196], [-1.72563, -3.05846, 0.86387], [-4.78322, 0.91896, -1.33854], [1.20067, -0.54672, -2.78557], [-0.63582, 0.79976, -3.10314], [-0.57848, -3.98497, -0.13612], [-1.26107, 6.27860, 3.89018], [2.35127, 4.14969, 4.78185], [-4.03638, 0.40271, 0.19826], [1.69828, -0.87656, -1.11156], [-0.77945, 2.11987, -1.92708], [0.92676, 6.17121, 5.07507], [-2.09215, -3.35904, -0.85486]],
  "lowdin_charge": [2.1450, 1.0662, 0.4196, 0.1681, 0.1451, 0.1529, 0.1695, 0.1591, 0.1425, 0.1457, 0.1515, 0.1465, -0.4612, -0.5444, -0.2895, -0.5084, -0.3757, -0.1952, -0.8280, -0.2975, -0.4015, -0.1946, -0.5301, -0.5443, -0.0635, -0.0761, -0.1900, -0.3667, -0.0915, -0.1524, -0.3987, -0.2028, -0.2106, -0.5412, -0.0964, -0.1368, -0.0384, -0.1896, 0.1111, 0.1253, 0.1059, 0.1275, 0.0019, 0.0837, 0.1299, 0.0956, 0.0836, 0.1320, 0.1242, 0.0840, 0.0970, 0.1051, 0.0700, 0.1150, 0.1354, 0.0935, 0.0924],
  "orbital_gap_ha": 0.305,
  "charge": -1,
  "homo_energy_ev": -6.00,
  "total_energy_ev": -134206.9811
}

Record 2
{
  "formula": "C16H19AsClNO6PdS",
  "method": "ωB97M-V/def2-TZVPD",
  "species": ["Pd", "As", "Cl", "S", "O", "O", "O", "O", "O", "O", "N", "C", "C", "C", "C", "C", "C", "C", "C", "C", "C", "C", "C", "C", "C", "C", "C", "H", "H", "H", "H", "H", "H", "H", "H", "H", "H", "H", "H", "H", "H", "H", "H", "H", "H", "H"],
  "coordinates": [[-0.34662, 0.34637, -0.57352], [-1.24538, 2.77802, 1.45437], [4.08952, -1.20285, 5.01216], [0.77195, -3.94237, -5.00387], [-0.45256, -1.52019, 0.62394], [-0.78659, 2.36051, -0.09972], [-0.17353, -5.03406, -5.12927], [1.08338, -3.23884, -6.23222], [1.90976, -4.20278, -4.14220], [1.47723, 0.50030, 0.06582], [-2.04672, 0.12784, -1.62127], [3.82393, 0.32370, 2.77962], [-1.32604, -3.04315, -3.41047], [0.38000, -1.42366, -3.94219], [-0.13589, -2.70660, -4.05047], [2.01316, 0.10951, 1.17561], [2.14562, -1.34578, 3.14589], [3.20692, 0.72879, 1.62402], [-1.46290, -0.83369, -2.52590], [0.29530, 3.13880, 2.52988], [-0.28096, -0.47005, -3.18371], [-1.99420, -2.11139, -2.63904], [-2.26481, 1.40455, 2.32002], [-2.32656, 4.35564, 1.37823], [0.30353, -1.70215, 1.58495], [1.48494, -0.94971, 1.96215], [3.28552, -0.71750, 3.55093], [0.86437, 3.94474, 2.07112], [-2.79705, 1.81524, 3.17685], [4.73661, 0.80417, 3.10705], [-2.34308, 1.00425, -2.04114], [-2.82164, -0.28202, -1.10903], [-2.59055, 4.67070, 2.38658], [0.08256, 0.55309, -3.13910], [-2.97895, 0.99867, 1.60530], [-1.70322, -4.04954, -3.53654], [-3.22785, 4.14152, 0.80750], [1.28871, -1.17927, -4.47595], [-1.59647, 0.60703, 2.63291], [-0.00968, 3.41894, 3.53740], [1.74050, -2.16486, 3.72844], [-1.76192, 5.14074, 0.87943], [3.61710, 1.52399, 1.01703], [0.07526, -2.54424, 2.25890], [-2.91116, -2.37022, -2.12094], [0.90843, 2.23783, 2.56043]],
  "lowdin_charge": [0.9790, 0.9969, 0.6639, 0.3938, -0.0544, -0.5725, -0.3562, -0.3476, -0.3441, -0.1764, -0.0120, -0.0805, -0.0264, -0.0317, -0.2252, -0.3577, -0.0665, -0.0049, -0.3343, -0.1758, -0.0551, -0.0277, -0.1921, -0.1961, -0.1731, -0.1323, -0.6737, 0.0544, 0.0469, 0.1117, 0.1239, 0.1154, 0.0457, 0.1099, 0.0400, 0.1159, 0.0456, 0.1261, 0.0330, 0.0493, 0.1161, 0.0485, 0.1237, 0.1359, 0.1138, 0.0270],
  "orbital_gap_ha": 0.221,
  "homo_energy_ev": -7.56,
  "total_energy_ev": -118349.2487
}

Record 3
{
  "formula": "C16H19BHgN6",
  "method": "ωB97M-V/def2-TZVPD",
  "species": ["Hg", "N", "N", "N", "N", "N", "N", "C", "C", "C", "C", "C", "C", "C", "C", "C", "C", "C", "C", "C", "C", "C", "C", "B", "H", "H", "H", "H", "H", "H", "H", "H", "H", "H", "H", "H", "H", "H", "H", "H", "H", "H", "H"],
  "coordinates": [[-0.28060, -0.47006, 0.57586], [1.95106, 0.06369, -2.13000], [-0.48149, 1.65535, -1.26045], [1.88880, 0.22112, -0.76808], [-0.95131, -1.14808, -1.37651], [-0.06146, 1.49090, -2.55613], [-0.34989, -1.00847, -2.61571], [-1.89525, -2.11526, -1.48442], [3.23968, -0.05252, -2.51991], [1.83484, 1.18629, 4.65534], [0.72910, 0.31712, 2.23633], [3.14681, 0.22956, -0.31039], [-2.20364, -1.44822, 2.49392], [1.07583, 1.64832, 2.36975], [-0.99351, 3.50240, -2.44027], [1.64218, 2.08994, 3.59430], [1.03356, -0.61948, 3.22139], [1.53333, -0.17025, 4.46228], [-1.03758, 2.86958, -1.17716], [-0.89173, -1.90748, -3.46947], [-0.36602, 2.58699, -3.28163], [-1.87808, -2.62802, -2.79627], [4.04220, 0.05548, -1.38656], [0.64028, 0.15184, -2.97043], [3.48136, -0.21109, -3.55381], [-2.51983, -2.39236, -0.64477], [1.68901, -0.89449, 5.26837], [0.92599, 2.36439, 1.55023], [-2.98062, -2.16215, 2.20700], [1.89724, 3.14388, 3.73119], [5.10497, 0.01508, -1.34030], [-0.12192, 2.62731, -4.32354], [0.89089, 0.16536, -4.14170], [-1.44152, 3.24467, -0.24393], [2.21560, 1.53162, 5.62612], [-0.52790, -1.97534, -4.48480], [0.84339, -1.68383, 3.06131], [-2.48647, -3.41425, -3.19260], [-1.21869, -1.91068, 2.30972], [-2.27408, -1.20202, 3.55722], [-1.36024, 4.47014, -2.68408], [3.38155, 0.36079, 0.73661], [-2.33706, -0.52068, 1.90789]],
  "lowdin_charge": [1.2361, -0.0446, 0.0840, -0.0251, -0.1243, 0.0344, -0.0164, -0.1038, -0.0393, 0.0373, -0.2654, -0.1309, -0.0687, -0.0754, 0.1104, 0.0109, -0.0773, 0.0024, -0.0506, -0.0198, 0.0665, -0.0115, -0.0253, -0.4613, 0.1308, 0.1118, 0.1357, 0.1117, 0.0445, 0.1329, 0.1008, 0.1552, 0.1272, 0.1302, 0.1477, 0.1406, 0.1120, 0.1104, -0.0234, 0.0507, 0.1347, 0.1036, 0.0006],
  "orbital_gap_ha": [0.154, 0.161],
  "charge": 2,
  "homo_energy_ev": [-14.71, -14.63],
  "total_energy_ev": -30672.8995
}

Record 4
{
  "formula": "C16H19Br2CdF3N4O4S2",
  "method": "ωB97M-V/def2-TZVPD",
  "species": ["Cd", "Br", "Br", "S", "S", "F", "F", "F", "O", "O", "O", "O", "N", "N", "N", "N", "C", "C", "C", "C", "C", "C", "C", "C", "C", "C", "C", "C", "C", "C", "C", "C", "H", "H", "H", "H", "H", "H", "H", "H", "H", "H", "H", "H", "H", "H", "H", "H", "H", "H", "H"],
  "coordinates": [[5.98226, -14.72858, -0.01283], [4.08650, -18.95881, -2.74405], [3.94093, -21.24736, 2.48554], [3.75477, -12.65704, 2.15664], [5.94915, -13.50530, -2.44480], [8.91238, -10.21728, -1.50608], [9.43195, -10.11912, 0.61109], [7.35697, -9.86560, -0.05377], [9.23737, -12.77286, -0.57088], [5.25795, -16.60909, -1.15495], [4.55287, -13.39372, 1.10804], [7.22841, -12.53099, 0.45772], [7.91760, -15.27912, -2.57437], [6.35521, -16.60028, 1.45351], [8.17217, -15.05015, -1.14831], [6.91766, -14.73310, -4.56736], [8.48493, -10.57974, -0.25634], [6.50480, -17.68172, 3.59901], [4.60339, -19.89295, 1.28223], [6.78003, -16.64063, 2.72750], [5.75861, -10.71334, 2.82603], [3.13972, -11.13562, 1.37638], [8.26054, -12.11306, -0.10905], [3.92918, -10.57940, 0.17157], [5.85082, -18.80263, 3.12172], [5.22001, -17.67855, -0.42576], [5.66867, -17.67785, 0.94705], [6.99226, -14.56766, -3.23509], [4.18262, -19.91523, -0.05559], [5.45056, -18.86230, 1.75652], [4.59659, -18.87915, -0.92728], [4.87215, -11.79748, 3.40079], [8.58562, -15.93938, -0.81040], [8.73898, -15.64896, -3.03811], [5.67014, -19.62348, 3.80316], [3.76788, -11.19259, -0.75568], [8.76930, -14.16014, -0.88729], [3.54463, -20.71471, -0.44251], [4.96594, -10.48330, 0.38689], [6.69383, -10.62586, 3.47817], [2.10843, -11.35636, 1.05020], [7.34820, -15.50953, -4.98664], [3.51910, -9.57912, -0.01476], [3.07726, -10.40615, 2.21890], [4.31969, -11.48038, 4.29069], [5.31892, -9.73869, 2.80620], [6.08747, -14.31477, -5.02743], [6.85525, -17.53333, 4.65191], [7.39291, -15.89289, 3.07944], [6.09301, -10.97510, 1.83533], [5.48566, -12.66653, 3.70506]],
  "lowdin_charge": [1.3338, 0.7496, 0.7198, 0.9505, 0.6032, 0.1163, 0.1255, 0.1197, -0.0117, -0.2372, -0.6676, -0.0991, -0.0537, 0.0303, -0.0427, 0.0933, -0.4867, -0.0594, -0.6150, -0.1405, -0.1471, -0.3902, -0.5587, -0.1071, -0.0325, -0.4308, -0.1555, -0.8828, -0.1641, -0.1872, -0.6157, -0.3584, 0.0952, 0.1462, 0.0712, 0.0938, 0.0387, 0.0968, 0.0207, 0.1135, 0.0822, 0.0875, 0.0840, 0.0921, 0.0902, 0.0687, 0.1161, 0.1240, 0.0818, 0.0186, 0.0804],
  "orbital_gap_ha": 0.256,
  "homo_energy_ev": -7.26,
  "total_energy_ev": -205523.5752
}

Record 5
{
  "formula": "C16H19BrN11Pd",
  "method": "ωB97M-V/def2-TZVPD",
  "species": ["Pd", "Br", "N", "N", "N", "N", "N", "N", "N", "N", "N", "N", "N", "C", "C", "C", "C", "C", "C", "C", "C", "C", "C", "C", "C", "C", "C", "C", "C", "H", "H", "H", "H", "H", "H", "H", "H", "H", "H", "H", "H", "H", "H", "H", "H", "H", "H", "H"],
  "coordinates": [[0.42803, -0.36813, -0.02312], [-2.33873, -0.62880, -1.11586], [3.36019, -1.35339, -0.52799], [-1.77709, -3.81364, 1.85256], [-0.75292, -4.50823, 1.49591], [-1.57300, -2.50161, 1.55666], [1.98038, 1.15167, 0.56137], [2.16296, -1.75324, -0.11710], [4.15829, -2.39166, -0.60113], [-0.40003, -2.36361, 1.01455], [1.33004, -3.93351, 0.52668], [3.51513, -3.48554, -0.23489], [-0.81673, 0.47086, 1.77197], [1.52622, -0.49265, -4.76449], [-1.58439, -0.91976, -2.80184], [0.11859, -3.60762, 0.97955], [2.28912, -3.06916, 0.05264], [1.94628, 0.30107, -2.55295], [0.67290, -0.11242, -2.07231], [0.20255, -0.83118, -4.40701], [-0.28279, 2.89815, 1.69571], [-1.96710, -1.66738, -5.05861], [-0.24014, -0.61142, -3.06588], [0.33359, 2.99421, 0.28910], [-0.65218, -1.36640, -5.37600], [-1.36595, 1.84058, 1.84100], [-2.43467, -1.43496, -3.77794], [1.78992, 2.57453, 0.20039], [2.38501, 0.08638, -3.84114], [0.26475, 4.02038, -0.07417], [-0.72527, 3.85655, 1.96911], [-0.25077, 2.38666, -0.41164], [2.40708, 3.20580, 0.84604], [-2.62948, -2.07823, -5.80774], [2.15560, 2.71402, -0.81651], [1.60022, -4.91067, 0.58433], [2.86041, 0.78061, 0.20527], [-0.27897, -1.54211, -6.37635], [2.63519, 0.75490, -1.85896], [-3.46186, -1.65393, -3.52170], [1.85433, -0.66715, -5.78142], [2.03998, 1.05795, 1.57075], [0.49257, 2.72336, 2.45182], [3.38870, 0.36141, -4.13446], [-0.23722, 0.30688, 2.59276], [-1.90168, 1.98210, 2.78266], [-1.56420, -0.21714, 1.85858], [-2.09497, 1.94404, 1.03466]],
  "lowdin_spin": [1.3714, 0.0834, 0.0676, 0.0820, 0.1103, 0.1831, 0.1269, 0.1592, 0.0146, 0.1305, 0.2687, 0.0715, 0.0640, 0.2097, 0.0819, 0.0784, 0.0157, 0.1564, 0.3803, 0.0084, 0.0003, 0.0389, 0.0462, 0.0046, 0.1022, 0.0049, 0.0557, 0.0082, 0.0376, -0.0001, 0.0000, 0.0038, 0.0046, 0.0002, 0.0006, 0.0029, 0.0007, 0.0036, 0.0064, 0.0015, 0.0080, 0.0026, -0.0001, -0.0009, 0.0016, 0.0020, -0.0003, 0.0000],
  "orbital_gap_ha": [0.283, 0.220],
  "charge": 1,
  "spin_multiplicity": 5,
  "homo_energy_ev": [-11.49, -12.48],
  "s2": 6.051,
  "total_energy_ev": -106802.4075
}

Record 6
{
  "formula": "C16H19IrN8O3S3",
  "method": "ωB97M-V/def2-TZVPD",
  "species": ["Ir", "S", "S", "S", "O", "O", "O", "N", "N", "N", "N", "N", "N", "N", "N", "C", "C", "C", "C", "C", "C", "C", "C", "C", "C", "C", "C", "C", "C", "C", "C", "H", "H", "H", "H", "H", "H", "H", "H", "H", "H", "H", "H", "H", "H", "H", "H", "H", "H", "H"],
  "coordinates": [[-0.26290, 0.34722, -0.05397], [-4.64851, -1.33365, -0.68721], [0.16641, 2.30559, 1.22823], [-2.52461, 0.44742, 0.50939], [1.67911, -0.37544, -1.98261], [1.66499, 0.41487, -0.77963], [0.16396, -1.00622, 1.42393], [1.05033, -0.76295, 2.40441], [-1.02648, 2.96530, -1.10201], [-0.84437, -1.39638, -1.01320], [-1.81644, 4.97837, -0.83940], [-2.17119, -1.68508, -1.11546], [2.17064, -1.60790, -1.65327], [-0.69052, 1.69757, -1.61376], [-1.16383, 4.54444, 0.28027], [3.49750, -1.76696, -1.81223], [1.60916, -1.15691, 4.66077], [1.31849, -2.59607, -1.29828], [2.76791, -0.40968, 4.50262], [-0.68193, 3.31588, 0.15768], [-2.99473, -0.88629, -0.47723], [3.04326, 0.14422, 3.26212], [3.23785, -4.06411, -1.27618], [4.06739, -2.99690, -1.61766], [1.88084, -3.86185, -1.12567], [-0.11690, -2.45947, -1.15499], [-2.31542, 3.96063, -3.04715], [-5.53431, -0.10965, 0.29180], [2.17004, -0.05013, 2.21232], [0.75612, -1.31725, 3.59328], [-1.73478, 4.00610, -1.68641], [-1.10733, 5.14374, 1.09007], [-5.49734, 0.87198, -0.17373], [-1.43776, 1.38529, -2.23300], [-6.56462, -0.45935, 0.31281], [-3.11492, 3.21884, -3.10158], [3.65266, -5.05349, -1.13899], [-0.17439, -1.86288, 3.62373], [3.44364, -0.26125, 5.33308], [-0.65605, -3.39989, -1.17964], [5.13158, -3.12054, -1.75189], [3.93632, 0.72732, 3.09048], [2.33257, 0.32515, 1.21135], [-1.55835, 3.72303, -3.79554], [4.02547, -0.87452, -2.11419], [-2.73717, 4.93574, -3.27567], [1.22410, -4.68086, -0.86892], [-5.15296, -0.07049, 1.30921], [0.18708, 1.77709, -2.13479], [1.35040, -1.60967, 5.60672]],
  "lowdin_charge": [0.9616, 0.9393, 0.7226, 0.6450, -0.1092, -0.3669, -0.2948, -0.1576, -0.0678, -0.1627, 0.1701, -0.0810, -0.0271, 0.0045, 0.0818, 0.0468, 0.0012, -0.1124, -0.0110, -0.6917, -1.0559, -0.0031, 0.0184, 0.0155, 0.0397, -0.0337, 0.0232, -0.4037, -0.0521, 0.0274, -0.2917, 0.1822, 0.0392, 0.1369, 0.0483, 0.0985, 0.1363, 0.1539, 0.1291, 0.1467, 0.1343, 0.1291, 0.0914, 0.0970, 0.1630, 0.1046, 0.1385, 0.0286, 0.1372, 0.1305],
  "orbital_gap_ha": 0.243,
  "charge": 2,
  "homo_energy_ev": -13.67,
  "total_energy_ev": -70289.2116
}